(1)
# C37H85FIN8O4

4 unconnected molecules or ions with the total composition C37H85FIN8O4 (ωB97M-V/def2-TZVPD, the OMol25 dataset).

LUMO level: -0.102 Ha
orbital gap: 7.6 eV
DFT total energy: -2596.9936 a.u.
net charge: +1
spin multiplicity: 1

Geometry as XYZ:
```
136
C37H85FIN8O4 | the OMol25 dataset | ωB97M-V/def2-TZVPD
I -4.875 3.714 1.122
F -5.443 1.182 2.524
O 3.177 -4.995 6.405
O -0.525 2.576 -8.508
O 3.788 2.449 -5.143
O 1.464 0.449 -2.488
N -2.604 4.579 -8.716
N -6.081 -3.318 2.322
N 5.553 1.380 -7.189
N -5.927 -1.381 3.740
N -3.776 -0.360 1.975
N 5.110 -6.903 5.386
N -4.194 -2.969 3.833
N -2.787 2.197 2.612
C 3.483 1.231 -5.800
C -1.860 3.387 2.599
C 3.080 -4.906 7.815
C 0.162 -3.857 4.951
C -5.156 -2.318 2.950
C -0.538 3.492 -9.589
C 0.315 -3.493 3.506
C -1.915 4.084 -9.911
C -1.826 0.684 -2.015
C 2.493 1.463 3.360
C -0.939 -3.499 2.654
C 4.125 1.062 -7.183
C -0.899 1.251 -8.834
C 4.405 -4.557 5.854
C -0.878 0.509 2.345
C -4.432 -1.658 1.767
C 2.501 1.248 -1.919
C -4.494 0.772 1.553
C -1.271 4.126 4.962
C -3.564 1.975 1.326
C -2.664 0.598 -0.722
C -2.671 1.911 0.068
C 0.426 1.240 -3.035
C 3.429 1.877 -8.267
C 1.686 0.390 2.600
C 1.726 -2.093 1.943
C -2.104 0.945 3.154
C 2.507 -0.905 2.551
C -3.133 -0.166 3.267
C -0.613 1.618 -1.969
C -2.841 3.126 -10.653
C 1.506 -3.139 3.003
C 0.307 0.158 3.267
C 3.001 3.558 -5.533
C 5.534 -5.594 5.884
C 6.167 -5.773 7.260
C -2.162 4.368 3.742
H 2.828 -1.127 3.572
H 0.229 -0.874 3.615
H -0.139 1.635 -0.986
H 3.561 1.256 3.282
H -1.944 3.902 1.648
H 2.311 -2.483 1.105
H 0.817 2.123 -3.548
H -2.624 3.825 -8.035
H -3.697 -3.676 3.301
H -6.002 -4.205 2.808
H 3.430 4.082 -6.390
H -1.616 4.673 5.836
H 4.719 -3.618 6.330
H 3.393 -0.704 1.949
H -0.826 -4.222 1.850
H 2.315 2.464 2.965
H -6.553 -0.885 3.114
H 2.342 1.786 -8.189
H 2.194 2.290 -1.809
H -3.677 3.675 -11.083
H 2.980 4.253 -4.692
H -0.525 -4.687 5.130
H 2.416 -3.616 3.360
H 2.253 1.460 4.424
H 1.562 0.763 1.578
H -3.001 2.692 -0.613
H -5.794 -3.526 1.370
H -3.669 -2.370 1.436
H -2.240 -0.191 -0.102
H -0.413 0.589 -8.117
H 3.621 -4.036 8.198
H -3.870 0.100 4.032
H 1.128 -4.029 5.426
H -2.317 2.617 -11.465
H -2.044 5.304 -8.277
H -1.185 3.071 5.225
H 0.774 -1.750 1.536
H 0.120 4.308 -9.281
H -3.258 2.371 -9.986
H -1.917 5.355 3.351
H 1.976 3.257 -5.774
H -2.481 0.969 -2.840
H -4.685 -3.431 4.590
H -6.556 -1.919 4.330
H 2.716 0.869 -0.918
H 0.271 0.792 4.156
H 6.044 0.764 -6.548
H 3.453 -5.808 8.306
H -1.816 1.193 4.175
H -5.150 -1.536 0.956
H -3.222 4.345 4.000
H 5.673 2.308 -6.792
H 4.184 -4.328 4.807
H -1.649 2.163 0.328
H -0.261 4.479 4.746
H -0.568 0.979 -9.841
H 3.728 1.527 -9.254
H 6.312 -5.222 5.209
H -0.520 1.280 1.669
H -5.065 0.572 0.650
H -0.279 -2.981 5.442
H 4.282 -7.186 5.903
H 2.024 -4.803 8.062
H 3.872 0.447 -5.145
H -1.736 4.943 -10.566
H 3.687 2.934 -8.210
H 4.793 -6.818 4.424
H 3.382 1.178 -2.556
H -2.645 -1.078 3.601
H -3.502 2.433 3.306
H -0.834 3.044 2.708
H -0.088 3.032 -10.478
H -1.146 -0.396 1.802
H -0.953 2.633 -2.197
H 4.023 0.004 -7.444
H -3.676 0.289 -0.985
H -1.133 -2.516 2.211
H -1.460 -0.322 -2.228
H 5.532 -6.362 7.922
H -1.807 -3.737 3.269
H 6.363 -4.810 7.737
H -1.978 1.100 -8.757
H -0.071 0.623 -3.786
H 2.395 1.086 -5.854
H 7.115 -6.302 7.167
```

***

(2)
# C18H29N2O5

A gas-phase ion, C18H29N2O5 (charge +1) (ωB97M-V/def2-TZVPD, the OMol25 dataset).

LUMO level: -0.084 Ha
orbital gap: 7.8 eV
DFT total energy: -1188.7410 a.u.
SMILES: OCC[NH+]1CCN(C[C@@H](O)COC[C@@H]2COc3ccccc3O2)CC1
net charge: +1
spin multiplicity: 1
energy relative to the best compared isomer or geometry (same formula, charge and spin): 0.0 kJ/mol

Geometry as XYZ:
```
54
C18H29N2O5 | the OMol25 dataset | ωB97M-V/def2-TZVPD
O 7.033 1.269 -1.463
O -1.059 -0.970 -0.609
O -3.468 -0.206 1.147
O -5.319 -1.504 -0.588
O 1.194 0.271 -1.470
N 5.582 -0.169 0.155
N 2.833 -0.425 0.833
C 7.049 -0.299 0.293
C -0.808 0.339 -0.125
C -3.184 -1.450 0.539
C -2.422 -1.274 -0.787
C 0.710 0.536 -0.174
C 1.383 -0.377 0.878
C -5.428 -0.168 -0.286
C 4.960 0.652 1.218
C -6.452 0.566 -0.870
C -4.499 -2.207 0.312
C -4.530 0.464 0.577
C 3.398 -1.211 -0.245
C -5.726 2.528 0.304
C 4.873 -1.465 0.060
C -6.597 1.909 -0.579
C 3.483 0.867 0.896
C -4.692 1.811 0.874
C 7.714 0.966 -0.262
H 3.393 1.432 -0.047
H 7.523 1.923 -1.972
H -2.438 -2.216 -1.340
H 2.877 -2.168 -0.293
H -7.123 0.058 -1.543
H -5.847 3.572 0.544
H -3.996 2.272 1.556
H 5.475 1.610 1.287
H 5.455 0.334 -0.742
H 1.012 -1.394 0.744
H 0.649 -0.446 -1.824
H -2.911 -0.495 -1.388
H -1.303 1.075 -0.773
H 4.974 -1.981 1.016
H -4.326 -3.192 -0.124
H 3.027 1.453 1.695
H 8.775 0.766 -0.437
H 5.322 -2.067 -0.730
H -5.008 -2.320 1.280
H 3.303 -0.716 -1.224
H 1.094 -0.030 1.873
H -1.179 0.465 0.897
H -2.550 -1.990 1.251
H 7.370 -1.154 -0.305
H 7.320 -0.468 1.335
H 7.633 1.802 0.446
H 0.941 1.585 0.038
H 5.057 0.114 2.163
H -7.398 2.470 -1.034
```

***

(3)
# C2H12N2O3

4 unconnected molecules or ions with the total composition C2H12N2O3 (ωB97M-V/def2-TZVPD, the OMol25 dataset).

LUMO level: 0.024 Ha
orbital gap: 8.6 eV
DFT total energy: -418.6058 a.u.
SMILES: N/C=C/N.O.O.O
spin multiplicity: 1
energy relative to the best compared isomer or geometry (same formula, charge and spin): 87.3 kJ/mol

Geometry as XYZ:
```
19
C2H12N2O3 | the OMol25 dataset | ωB97M-V/def2-TZVPD
O -3.221 -1.462 -0.803
O 3.156 -1.087 -0.291
O -0.384 -2.151 -0.126
N -0.641 2.146 2.077
N 0.755 0.965 -1.159
C 0.103 1.466 1.095
C -0.220 1.316 -0.187
H 0.323 -2.808 -0.028
H 0.020 -1.300 0.078
H 3.622 -1.511 -1.021
H -1.231 1.385 -0.581
H -2.896 -2.274 -1.214
H -1.628 2.206 1.866
H -2.597 -1.383 -0.065
H 1.114 1.224 1.406
H 2.357 -0.768 -0.743
H -0.527 1.721 2.987
H 0.381 0.697 -2.063
H 1.516 1.619 -1.227
```

***

(4)
# C6H8O2

A single C6H8O2 molecule (ωB97M-V/def2-TZVPD, the OMol25 dataset).

LUMO level: 0.018 Ha
orbital gap: 9.4 eV
DFT total energy: -383.7450 a.u.
SMILES: CC1=C(C)C1C(=O)O
spin multiplicity: 1
energy relative to the best compared isomer or geometry (same formula, charge and spin): 433.4 kJ/mol

Geometry as XYZ:
```
16
C6H8O2 | the OMol25 dataset | ωB97M-V/def2-TZVPD
O -0.574 1.916 -0.576
O -0.674 1.701 1.648
C 0.638 0.112 0.412
C -1.056 -1.971 0.967
C -0.008 -1.229 0.246
C 0.556 -0.771 -0.848
C 1.367 -0.892 -2.004
C -0.238 1.261 0.586
H 2.271 -1.430 -1.827
H -1.898 -1.526 0.942
H -0.308 1.505 -1.351
H -1.031 -3.006 0.285
H 1.589 -0.012 -2.480
H 0.687 -1.652 -2.816
H 1.756 0.210 0.672
H -0.638 -2.082 1.846
```